72
Properties=species:S:1:pos:R:3:forces:R:3:lowdin_spin:R:1 method="wB97M-V/def2-TZVPD" e_homo_ev="-11.3 / -11.3" homo_lumo_gap_ev="8.528 / 8.342" fmax_ev_per_a=1.598 lumo_energy_ha="-0.10213 / -0.10923" relative_energy_ev=0.352 total_charge=+1 multiplicity=3
V -1.482 -0.277 0.105 0.2 0.9 0.3 1.868
N -1.793 -1.160 4.194 0.0 0.0 0.1 0.004
C -1.260 0.067 4.514 0.0 0.0 0.0 0.000
C -1.079 0.715 3.332 0.0 0.0 -0.1 0.003
N -1.492 -0.098 2.302 0.0 -0.1 0.4 0.002
C -1.909 -1.218 2.857 0.0 0.0 0.0 0.006
C -2.330 -2.274 1.963 0.1 -0.1 -0.1 0.020
N -2.289 -2.011 0.670 -0.5 -0.9 0.3 -0.001
C -2.640 -3.166 0.008 0.0 0.1 0.0 0.006
C -2.903 -4.129 0.927 0.0 0.0 0.1 -0.001
N -2.704 -3.543 2.162 -0.1 -0.2 0.1 0.009
H -2.008 -1.890 4.850 0.0 0.0 0.0 0.000
H -1.058 0.365 5.530 0.0 -0.1 -0.1 0.000
H -0.682 1.704 3.162 0.0 -0.1 0.0 0.000
H -2.686 -3.211 -1.066 0.0 0.0 0.0 0.000
H -3.202 -5.158 0.818 0.0 0.1 0.0 0.000
H -2.782 -4.013 3.046 0.0 0.0 0.0 0.000
O 0.588 -2.636 2.094 -0.1 0.2 0.0 0.002
C 1.016 -1.716 1.429 0.1 -0.2 -0.2 0.001
N 2.295 -1.234 1.427 -0.1 0.1 -0.1 -0.001
C 2.531 -0.206 0.413 0.0 0.0 -0.1 0.001
C 1.063 0.035 0.023 0.0 -0.2 0.0 0.011
O 0.552 0.985 -0.577 -0.2 -0.2 0.0 0.003
N 0.272 -0.938 0.519 1.5 -0.4 0.2 -0.003
C 3.086 1.088 0.987 -0.1 0.0 0.1 0.000
C 3.350 1.217 2.344 0.1 0.0 0.0 0.000
C 3.802 2.428 2.859 0.0 0.0 0.0 0.000
C 3.978 3.518 2.022 0.0 0.0 0.0 0.000
C 3.700 3.396 0.665 0.0 0.0 0.0 0.000
C 3.255 2.190 0.149 0.0 0.0 0.0 0.000
C 3.340 -0.799 -0.759 0.0 0.1 0.1 0.000
C 4.638 -0.383 -1.033 0.0 0.0 0.1 0.000
C 5.368 -0.983 -2.053 0.0 0.0 0.0 0.000
C 4.809 -1.999 -2.810 0.0 0.0 0.0 0.000
C 3.517 -2.430 -2.532 0.0 0.0 0.0 0.000
C 2.793 -1.840 -1.510 0.0 0.0 0.1 0.000
H 3.046 -1.787 1.805 0.0 -0.1 0.0 0.000
H 3.210 0.371 3.004 0.0 0.0 0.0 0.000
H 4.021 2.514 3.917 0.0 0.0 -0.1 0.000
H 4.329 4.460 2.423 0.0 0.0 0.0 0.000
H 3.837 4.242 0.004 0.0 0.0 0.0 0.000
H 3.036 2.101 -0.908 0.0 0.0 0.0 0.000
H 5.092 0.405 -0.448 0.0 0.0 0.0 0.000
H 6.381 -0.652 -2.249 -0.1 0.0 0.0 0.000
H 5.375 -2.457 -3.610 0.0 0.0 0.0 0.000
H 3.071 -3.230 -3.112 0.0 0.1 0.0 0.000
H 1.791 -2.198 -1.303 0.0 0.0 0.0 0.000
F -0.860 -2.522 -2.822 -0.1 0.2 -0.1 0.000
C -0.752 -1.327 -3.431 -0.2 0.1 0.1 0.000
F -0.786 -1.531 -4.747 0.0 0.1 0.0 0.000
F 0.449 -0.840 -3.115 -0.1 -0.1 0.1 0.000
C -1.920 -0.383 -2.952 -0.3 -0.2 0.2 0.007
O -2.084 -0.524 -1.593 0.4 -0.2 -1.5 0.030
C -1.685 1.129 -3.370 -0.1 -0.1 0.0 0.003
F -2.353 1.447 -4.483 0.1 -0.1 0.1 0.001
F -2.137 1.925 -2.390 0.0 0.0 -0.1 0.000
F -0.405 1.422 -3.576 -0.1 0.1 0.1 0.001
C -3.284 -0.877 -3.567 0.0 0.0 0.1 0.000
F -3.338 -0.905 -4.892 0.1 0.0 0.0 0.000
F -3.548 -2.120 -3.129 0.1 0.1 0.0 0.000
F -4.265 -0.078 -3.122 0.1 0.0 0.0 0.000
I -5.078 -0.118 0.312 0.0 0.2 0.0 0.007
C -3.870 1.587 0.357 0.2 -0.2 0.0 0.007
C -4.485 2.826 0.328 0.0 0.1 0.0 -0.001
C -3.696 3.962 0.389 -0.1 0.0 0.0 0.006
C -2.321 3.826 0.506 0.0 0.1 0.1 -0.001
C -1.786 2.559 0.539 -0.1 -0.1 -0.2 0.008
N -2.540 1.444 0.440 -0.7 1.2 -0.1 -0.001
H -5.561 2.891 0.256 0.0 0.0 0.0 0.000
H -4.153 4.943 0.349 0.0 -0.1 0.0 0.000
H -1.668 4.686 0.562 0.0 -0.1 0.0 0.000
H -0.715 2.412 0.594 0.0 -0.1 0.0 0.001

16
Properties=species:S:1:pos:R:3:forces:R:3:lowdin_spin:R:1 method="wB97M-V/def2-TZVPD" e_homo_ev="-10.8 / -13.4" homo_lumo_gap_ev="6.953 / 6.151" fmax_ev_per_a=7.964 lumo_energy_ha="-0.14066 / -0.26790" relative_energy_ev=1.072 total_charge=+1 multiplicity=3
C -1.377 1.830 0.554 -1.3 2.3 0.9 0.001
C -0.114 2.253 0.496 0.3 1.5 0.6 0.071
C 0.058 0.208 -0.402 -5.4 -0.1 1.9 0.120
C 1.132 -2.072 0.197 1.2 2.7 1.2 0.006
C 0.331 -1.214 -0.836 0.6 0.9 1.0 0.012
N -1.527 0.616 0.089 7.8 -0.9 -1.3 0.392
N 0.658 1.303 -0.040 0.4 -2.5 -0.8 0.020
I -3.221 -0.351 -0.421 -4.2 -2.3 -1.2 1.366
H -2.209 2.458 0.879 0.2 -0.4 0.0 0.000
H 0.381 3.138 0.784 0.0 1.0 0.3 0.006
H 0.614 -2.904 0.636 -0.6 -0.1 0.0 0.001
H 1.478 -1.362 1.066 -0.6 -1.5 -1.4 0.000
H 2.036 -2.436 -0.254 0.4 -0.2 -0.2 0.000
H -0.616 -1.673 -0.952 -1.1 -0.2 -0.3 0.002
H 0.743 -1.146 -1.826 0.6 -0.3 -0.4 0.003
H 1.633 1.354 0.030 1.8 0.2 -0.3 0.002

8
Properties=species:S:1:pos:R:3:forces:R:3:nbo_charge:R:1 method="wB97M-V/def2-TZVPD" e_homo_ev=-9.3 homo_lumo_gap_ev=9.413 fmax_ev_per_a=5.030 lumo_energy_ha=0.00592 relative_energy_ev=5.544
C -1.383 0.316 0.156 2.0 -0.6 1.2 -0.167
F -2.032 -0.884 0.053 0.3 0.0 -0.5 -0.371
F 2.246 0.387 1.045 0.0 0.4 -0.2 -0.649
F 1.522 -1.684 -0.187 -0.2 0.1 0.1 -0.660
Si 1.322 -0.103 -0.144 -3.8 -1.5 2.9 1.807
H -1.704 0.721 1.131 0.8 0.1 -0.4 0.163
H -1.605 0.982 -0.652 -0.1 0.1 -0.6 0.152
H 1.633 0.264 -1.402 1.0 1.4 -2.6 -0.276

90
Properties=species:S:1:pos:R:3:forces:R:3:lowdin_spin:R:1 method="wB97M-V/def2-TZVPD" e_homo_ev="-2.7 / -2.8" homo_lumo_gap_ev="6.859 / 6.877" fmax_ev_per_a=0.695 lumo_energy_ha="0.15132 / 0.15132" total_charge=-2 multiplicity=3
Pr -0.632 -0.449 -0.103 -0.1 -0.1 0.4 2.026
C -1.742 3.694 -3.054 -0.1 0.1 -0.1 0.000
C -0.850 3.128 -1.962 0.0 -0.1 0.0 0.000
C 0.280 4.089 -1.606 0.0 0.1 0.1 0.000
O -0.309 1.929 -2.483 -0.1 0.1 0.0 0.000
C -1.716 2.891 -0.692 0.0 -0.2 0.2 0.000
O -2.207 3.896 -0.150 0.0 0.0 -0.1 0.000
O -1.837 1.696 -0.286 0.1 -0.1 -0.1 -0.004
H -1.136 3.965 -3.923 0.0 0.0 0.0 0.000
H -2.271 4.573 -2.682 0.0 0.0 0.0 0.000
H -2.470 2.940 -3.361 0.0 0.0 0.0 0.000
H 0.864 4.312 -2.503 0.0 0.0 0.0 0.000
H 0.944 3.622 -0.871 0.0 0.0 0.0 0.000
H -0.124 5.008 -1.183 0.0 0.0 0.0 0.000
H 0.363 1.587 -1.862 0.2 0.0 -0.1 0.000
F -5.861 -3.188 0.566 0.0 0.0 0.0 0.000
C -4.908 -2.831 -0.343 0.0 0.0 0.0 0.000
C -3.897 -1.973 0.024 0.0 0.0 0.0 0.000
C -2.906 -1.588 -0.889 0.1 0.0 0.1 -0.005
C -3.013 -2.091 -2.202 0.1 0.1 -0.2 -0.001
C -4.035 -2.984 -2.509 0.0 0.0 0.0 0.000
F -4.128 -3.560 -3.751 -0.1 -0.1 0.0 0.000
C -5.000 -3.379 -1.607 0.0 0.0 -0.1 0.000
C -2.017 -1.655 -3.226 0.0 0.0 0.1 0.000
C -2.274 -1.692 -4.600 0.0 0.0 -0.1 0.000
C -1.301 -1.285 -5.493 0.0 0.0 0.0 0.000
C -0.078 -0.852 -5.012 0.0 0.0 0.0 0.000
C 0.089 -0.798 -3.641 -0.1 0.0 0.2 0.000
N -0.851 -1.169 -2.769 0.0 0.0 0.0 -0.002
H -3.881 -1.620 1.049 0.0 0.0 0.0 0.000
H -5.773 -4.084 -1.879 0.0 0.0 0.0 0.000
H -3.233 -2.030 -4.956 0.0 0.0 0.0 0.000
H -1.502 -1.304 -6.559 0.0 0.0 0.0 0.000
H 0.719 -0.530 -5.670 0.0 0.0 0.0 0.000
H 1.005 -0.420 -3.207 0.0 0.0 0.0 0.000
N 1.606 -1.150 1.649 -0.1 -0.1 -0.2 -0.001
N 2.301 -2.215 1.071 0.2 0.1 0.1 0.000
C 1.646 -3.025 0.125 -0.3 -0.1 -0.3 0.000
O 2.234 -4.074 -0.180 -0.1 0.2 0.0 0.000
O 0.548 -2.571 -0.330 0.0 0.0 0.1 -0.004
H 2.177 -0.317 1.679 -0.1 0.1 -0.1 0.000
H 1.219 -1.384 2.555 -0.1 0.1 0.0 0.000
H 2.966 -2.720 1.634 0.0 0.0 0.1 0.000
C 0.351 1.447 4.235 0.0 -0.1 0.2 0.000
P 0.320 2.390 2.707 -0.1 -0.2 -0.2 0.000
C -1.116 3.452 2.813 -0.1 0.1 0.0 0.000
C 1.737 3.495 2.804 0.2 0.1 0.0 0.000
O 0.422 1.526 1.497 -0.1 -0.1 0.1 -0.001
H 0.242 2.096 5.108 0.0 0.0 0.0 0.000
H 1.294 0.898 4.296 0.0 0.0 0.0 0.000
H -0.473 0.728 4.205 0.1 0.1 0.0 0.000
H -0.849 4.387 3.313 0.0 0.0 0.0 0.000
H -1.901 2.945 3.376 0.1 0.1 -0.1 0.000
H -1.489 3.662 1.803 0.0 0.0 0.0 0.000
H 1.732 4.074 3.731 0.0 0.0 0.0 0.000
H 1.706 4.172 1.947 0.0 0.0 0.0 0.000
H 2.646 2.895 2.742 0.0 0.1 0.0 0.000
C -4.157 0.742 4.950 0.0 0.0 -0.1 0.000
C -3.832 1.308 3.692 -0.1 -0.1 0.1 0.000
C -2.989 0.648 2.841 0.0 -0.2 0.0 0.000
C -2.418 -0.618 3.174 -0.1 0.1 0.0 -0.001
C -1.529 -1.265 2.249 -0.1 0.0 0.1 -0.006
C -1.095 -2.516 2.648 0.0 -0.1 0.2 0.001
C -1.454 -3.117 3.883 0.0 0.0 -0.1 0.000
C -2.265 -2.465 4.769 0.0 0.1 0.0 0.001
C -2.776 -1.186 4.429 -0.1 0.0 0.1 0.000
C -3.640 -0.472 5.305 0.1 0.0 -0.1 0.000
H -4.824 1.269 5.624 0.0 0.0 0.0 0.000
H -4.256 2.263 3.401 0.0 0.0 0.0 0.000
H -2.743 1.082 1.874 0.0 0.0 0.0 0.000
H -0.448 -3.091 1.987 0.0 0.0 0.0 0.000
H -1.077 -4.106 4.124 0.0 0.0 0.0 0.000
H -2.536 -2.911 5.721 0.0 0.0 0.0 0.000
H -3.892 -0.917 6.263 0.0 0.0 0.0 0.000
F 9.028 -0.824 -2.271 0.1 0.0 0.1 0.000
C 8.075 -1.461 -2.992 -0.3 0.0 0.1 0.000
F 8.335 -2.777 -2.889 0.1 -0.1 0.0 0.000
F 8.316 -1.122 -4.280 0.1 0.0 -0.1 0.000
C 6.693 -1.102 -2.556 0.0 0.0 0.0 0.000
C 5.811 -2.060 -2.076 -0.2 -0.1 0.1 0.000
C 4.532 -1.700 -1.674 0.1 -0.1 0.0 0.000
C 4.114 -0.364 -1.747 -0.3 -0.1 0.1 0.000
C 5.018 0.590 -2.238 0.1 0.0 0.0 0.000
C 6.292 0.227 -2.635 -0.1 0.1 0.0 0.000
C 2.792 0.015 -1.336 0.5 0.1 -0.1 0.000
C 1.656 0.329 -1.004 0.5 0.2 -0.4 -0.003
H 6.118 -3.096 -2.016 0.0 0.0 0.0 0.000
H 3.846 -2.454 -1.301 0.0 0.0 0.0 0.000
H 4.696 1.622 -2.299 0.0 0.0 0.0 0.000
H 6.979 0.976 -3.012 0.0 0.0 0.0 0.000

14
Properties=species:S:1:pos:R:3:forces:R:3:nbo_charge:R:1 method="wB97M-V/def2-TZVPD" e_homo_ev=-9.6 homo_lumo_gap_ev=9.964 fmax_ev_per_a=10.015 lumo_energy_ha=0.01179 relative_energy_ev=7.621
C -0.597 -1.145 -1.667 -0.1 -3.3 -0.3 -0.443
C -0.030 -0.638 0.523 1.1 -5.4 6.8 0.745
H -0.273 -0.842 -2.727 -0.8 -0.7 1.7 0.222
H -1.731 -0.856 -1.406 2.9 -0.2 -0.5 0.220
H -0.563 -2.314 -1.475 0.2 2.5 -0.7 0.223
H 0.406 1.400 -0.887 2.3 3.0 0.8 0.481
H 0.441 -0.297 2.453 0.6 -1.1 3.6 0.404
H -0.116 2.520 1.363 3.1 -4.0 -0.1 0.365
H 1.584 1.809 1.950 -2.8 -0.1 -2.7 0.375
N 0.474 -0.449 -0.746 -5.4 1.1 -2.7 -0.181
N 0.318 0.213 1.670 -2.0 3.3 -9.3 -0.503
N 0.751 1.596 1.180 0.2 1.5 5.1 -0.690
O -0.261 0.828 -1.117 -0.3 -0.9 -0.3 -0.597
O -0.404 -1.823 0.887 0.8 4.5 -1.5 -0.621

16
Properties=species:S:1:pos:R:3:forces:R:3:nbo_charge:R:1 method="wB97M-V/def2-TZVPD" e_homo_ev=-9.0 smiles="OC=C(Cl)Cl.C=CC" homo_lumo_gap_ev=9.553 fmax_ev_per_a=4.025 lumo_energy_ha=0.02184 relative_energy_ev=1.508
O -2.583 -2.627 1.249 1.0 -1.1 -2.5 -0.631
C -2.272 -1.349 1.297 -0.1 2.4 1.7 0.131
C -1.815 -0.540 0.351 -0.5 -0.8 -1.1 -0.226
Cl -1.717 -1.151 -1.296 0.2 0.2 0.4 -0.014
Cl -1.715 1.143 0.593 -0.1 0.2 -0.1 0.054
H -2.257 -2.867 0.313 -0.9 -0.3 1.7 0.490
H -2.452 -0.809 2.240 0.0 -0.8 -0.2 0.197
C 2.021 -0.300 -0.901 0.4 -2.0 0.8 -0.395
C 1.604 0.909 -1.078 0.4 0.9 -3.1 -0.183
C 1.345 1.806 -0.011 1.1 2.6 2.9 -0.648
H 2.070 -0.726 0.100 0.2 0.1 0.0 0.180
H 2.337 -0.936 -1.690 0.0 -0.5 -0.7 0.196
H 1.491 1.294 -2.111 0.2 -0.2 0.6 0.195
H 0.992 1.187 0.815 -0.2 0.6 0.3 0.219
H 0.649 2.602 -0.289 -0.1 -0.2 0.4 0.217
H 2.302 2.364 0.420 -1.7 -1.1 -1.1 0.216